No. 1
A structure of composition C27H76AsF8N7O12S2. Source: the Open Molecules 2025 dataset; level of theory: wB97M-V/def2-TZVPD.

Last column: Löwdin charge in e.
CARTESIAN COORDINATES (ANGSTROEM)
As (-1.81169, 0.56239, 0.57312)  0.80
F (-0.25249, 1.17270, 1.21478)  -0.25
F (-1.69512, -0.87349, 1.40674)  -0.19
F (-3.27405, -0.19880, -0.29511)  -0.32
F (-2.02949, 2.06099, -0.61975)  -0.35
F (-0.96146, -0.03065, -0.73260)  -0.23
F (-2.93506, 1.23866, 1.57430)  -0.18
C (-4.96629, -11.81417, 6.87816)  -0.03
C (-3.78742, -11.98929, 5.93776)  -0.29
C (-3.00747, -10.80039, 5.43371)  -0.14
O (-1.81180, -11.36353, 4.76751)  -0.23
C (-0.75227, -10.39028, 4.49584)  -0.05
N (-2.72421, -12.93996, 6.63829)  0.21
H (-2.54103, -12.60898, 7.60857)  0.18
H (-2.98855, -13.92399, 6.61655)  0.17
H (-1.84261, -12.73407, 6.06376)  0.17
H (-5.22700, -12.84598, 7.13815)  0.09
H (-5.83815, -11.41278, 6.35390)  0.10
H (-4.85819, -11.27253, 7.85483)  0.11
H (-4.09212, -12.54485, 5.06743)  0.15
H (-2.69749, -10.14401, 6.25286)  0.14
H (-3.65659, -10.23635, 4.71723)  0.16
H (-1.09573, -9.57395, 3.85317)  0.09
H (0.06258, -10.88547, 3.89935)  0.11
H (-0.31416, -10.02693, 5.40285)  0.08
C (1.17902, 7.50318, 2.05515)  -0.04
C (2.35930, 8.35799, 2.48833)  -0.30
C (2.03062, 9.20527, 3.75399)  -0.20
O (2.30393, 8.44818, 4.92179)  -0.23
C (1.07018, 8.46222, 5.81925)  0.00
N (3.61032, 7.51251, 2.82171)  0.22
H (3.53082, 7.36803, 3.82434)  0.13
H (3.69919, 6.62954, 2.26900)  0.13
H (4.41420, 8.18500, 2.70350)  0.19
H (0.99031, 6.75000, 2.80371)  0.08
H (1.40232, 6.99355, 1.07010)  0.11
H (0.29570, 8.15511, 1.86270)  0.11
H (2.71768, 8.97878, 1.63689)  0.16
H (0.95234, 9.49844, 3.71993)  0.13
H (2.76866, 10.12037, 3.76047)  0.17
H (0.84753, 9.47683, 6.25707)  0.11
H (1.29732, 7.80799, 6.66442)  0.09
H (0.26088, 8.22040, 5.17117)  0.07
C (6.27903, 2.77585, 5.35793)  -0.03
C (6.62593, 1.30984, 5.21439)  -0.28
C (5.88784, 0.37754, 6.25113)  -0.18
O (4.55098, 0.69223, 6.04668)  -0.24
C (3.56533, 0.20996, 7.00542)  -0.02
N (6.04184, 0.99156, 3.89213)  0.21
H (6.29979, 0.13915, 3.46326)  0.16
H (5.02201, 0.90777, 4.03342)  0.17
H (6.22054, 1.79583, 3.27265)  0.16
H (6.78365, 3.42552, 4.60746)  0.11
H (6.36882, 3.14368, 6.34332)  0.08
H (5.19510, 2.88417, 5.25556)  0.09
H (7.71328, 1.06224, 5.18427)  0.17
H (6.29231, 0.54806, 7.23906)  0.14
H (6.08689, -0.68530, 5.97038)  0.14
H (4.13782, -0.00955, 7.88199)  0.08
H (3.09827, -0.72058, 6.60930)  0.10
H (2.70600, 0.94389, 7.10531)  0.12
C (-6.12289, -0.36990, -9.26706)  0.02
C (-7.07276, 0.66513, -9.45631)  -0.38
O (-7.00987, 1.74436, -8.94210)  0.18
N (-8.47040, 0.39218, -10.15485)  0.10
H (-9.08013, 1.21789, -9.97922)  0.19
H (-8.51063, 0.51249, -11.17498)  0.19
C (-9.12289, -0.92528, -9.84107)  0.03
H (-5.33976, -0.16258, -10.01151)  0.14
H (-6.53067, -1.36255, -9.39327)  0.08
H (-5.72524, -0.37116, -8.18808)  0.16
H (-10.03188, -0.96380, -10.41297)  0.11
H (-9.31891, -1.02568, -8.80974)  0.10
H (-8.50425, -1.69558, -10.13906)  0.07
C (7.26434, -2.89667, -4.52818)  -0.11
O (6.50993, -1.82205, -4.11154)  -0.20
C (5.95530, -2.01690, -2.83623)  -0.20
C (5.15301, -0.76002, -2.53434)  -0.09
N (4.16981, -0.54110, -3.64547)  0.04
H (3.78364, 0.37751, -3.64063)  0.11
H (4.78213, -0.55473, -4.53221)  0.21
C (2.97339, -1.41326, -3.61622)  -0.07
C (2.74370, -1.92107, -5.09410)  -0.19
O (3.99128, -2.32830, -5.61457)  -0.22
C (3.87978, -2.92907, -6.91265)  -0.06
H (8.04245, -3.19412, -3.82285)  0.10
H (7.72315, -2.71507, -5.52028)  0.11
H (6.60429, -3.73171, -4.74718)  0.09
H (6.68823, -2.21220, -2.03521)  0.14
H (5.27576, -2.93792, -2.89362)  0.15
H (5.73189, 0.11876, -2.44825)  0.13
H (4.58680, -0.80349, -1.63133)  0.13
H (2.08502, -0.96172, -3.18241)  0.13
H (3.09983, -2.32998, -3.00145)  0.14
H (2.27995, -1.20686, -5.84650)  0.15
H (2.05717, -2.75094, -5.11466)  0.12
H (4.79217, -2.90990, -7.48360)  0.09
H (3.16530, -2.38847, -7.51169)  0.08
H (3.54387, -3.98058, -6.83802)  0.11
C (-1.94977, 1.25059, -2.83379)  -0.02
O (-2.98393, 1.67756, -3.42688)  -0.09
C (-3.54172, 3.09977, -3.14284)  -0.04
C (-4.82472, 2.88434, -2.37537)  -0.14
N (-4.72407, 2.13418, -1.14276)  0.04
H (-4.33360, 1.17758, -1.27140)  0.14
H (-4.10723, 2.68926, -0.52502)  0.16
C (-6.03839, 1.92351, -0.42104)  -0.09
C (-6.58708, 3.07617, 0.38129)  -0.23
O (-5.71798, 3.45086, 1.39347)  -0.17
C (-5.88990, 3.06556, 2.72097)  -0.09
H (-1.21712, 1.89728, -2.23225)  0.10
H (-2.05342, 0.11300, -2.83786)  0.12
H (0.16292, -1.58277, -12.59915)  -0.44
H (-3.77227, 3.55947, -4.10365)  0.13
H (-2.74252, 3.80185, -2.66735)  0.17
H (-5.44394, 2.22832, -2.99612)  0.14
H (-5.38198, 3.80811, -2.19001)  0.15
H (-5.90639, 1.05124, 0.20695)  0.14
H (-6.77769, 1.67520, -1.20431)  0.14
H (-7.63819, 2.71064, 0.68808)  0.17
H (-6.84591, 3.95224, -0.24471)  0.13
H (-6.06201, 3.94368, 3.34351)  0.09
H (-4.88991, 2.66233, 3.01724)  0.10
H (-6.68859, 2.38726, 2.92366)  0.09
N (2.80958, 3.27095, -0.23220)  -0.30
S (4.07197, 3.55692, 0.58173)  0.53
O (4.43270, 2.26534, 1.22401)  -0.35
O (4.07473, 4.77412, 1.37229)  -0.31
F (5.11403, 3.79689, -0.56491)  -0.16
S (2.55197, 2.71832, -1.69749)  0.49
O (1.17453, 2.56690, -2.04002)  -0.28
O (3.31389, 1.64290, -2.16876)  -0.26
F (2.86219, 4.03520, -2.46044)  -0.14

Its charge is +4. The calculation puts the molecular weight at 982.0 g mol⁻¹. The total energy comes out at -168437.6472 eV. As for the highest occupied orbital energy: -8.41 eV. As for the HOMO-LUMO gap: 1.41 eV.

No. 2
A cluster of 7 separate species, C32H36N6O3 in total. Source: the Open Molecules 2025 dataset; level of theory: wB97M-V/def2-TZVPD.

Last column: Löwdin charge in e.
CARTESIAN COORDINATES (ANGSTROEM)
O (1.19654, 0.26359, 4.53377)  0.13
C (1.23839, -0.68062, 3.76700)  -0.59
O (1.77891, -0.56392, 2.52157)  -0.09
C (2.15447, -1.92231, 2.12462)  -0.06
C (0.95993, -2.70241, 2.74039)  -0.08
O (0.69897, -1.84500, 3.86413)  0.12
H (2.22437, -1.98221, 1.03851)  0.11
H (3.14184, -2.33664, 2.32843)  0.14
H (1.37009, -3.63890, 3.11835)  0.14
H (0.08935, -2.98822, 2.15003)  0.06
C (-0.63683, 0.60386, 2.34652)  -0.02
C (-0.83106, 1.56659, 1.23852)  -0.09
C (-1.91390, 2.33139, 1.41978)  -0.18
N (-2.84923, 2.29158, 2.34980)  0.07
C (-2.75861, 1.38462, 3.32914)  -0.11
C (-1.65506, 0.49273, 3.34579)  0.00
H (0.24212, -0.02006, 2.27905)  0.05
H (-0.08527, 1.77948, 0.48693)  0.06
H (-2.13862, 3.17140, 0.77925)  0.11
H (-3.56381, 1.23782, 4.03376)  0.10
H (-1.61131, -0.23870, 4.13919)  0.11
C (2.28675, 2.35315, 1.46788)  -0.10
C (3.03324, 1.74941, 2.47856)  -0.05
C (2.65155, 2.01631, 3.78034)  -0.17
N (1.53013, 2.65311, 4.12727)  0.09
C (0.78528, 3.18750, 3.06953)  -0.11
C (1.15813, 3.07928, 1.78442)  -0.13
H (2.55684, 2.15654, 0.44084)  0.10
H (3.87965, 1.12327, 2.23787)  0.12
H (3.11156, 1.41797, 4.55286)  0.11
H (-0.07773, 3.76481, 3.36672)  0.11
H (0.44853, 3.45041, 1.05976)  0.11
C (-1.72236, -3.67251, 0.93613)  -0.01
C (-1.48992, -2.26269, 1.01847)  -0.03
C (-0.26258, -1.85726, 0.60564)  -0.28
N (0.77172, -2.68439, 0.32671)  0.02
C (0.56331, -4.04012, 0.38880)  -0.10
C (-0.68930, -4.60952, 0.70490)  -0.03
H (-2.74030, -3.94809, 1.16904)  0.11
H (-2.25734, -1.58107, 1.35444)  0.13
H (-0.19032, -0.78159, 0.66982)  0.03
H (1.36228, -4.71292, 0.11420)  0.12
H (-0.78768, -5.64455, 0.99722)  0.10
C (-1.15451, -2.04613, -3.31743)  -0.02
C (-2.53025, -1.73645, -3.57084)  -0.09
C (-3.18605, -1.02829, -2.62404)  -0.15
N (-2.69813, -0.66173, -1.40908)  0.14
C (-1.38705, -0.89284, -1.23583)  -0.27
C (-0.58033, -1.55705, -2.07619)  -0.11
H (-0.54473, -2.45852, -4.10768)  0.11
H (-2.92521, -1.91011, -4.56091)  0.10
H (-4.19292, -0.85134, -2.97233)  0.10
H (-0.96930, -0.56190, -0.29648)  0.05
H (0.48337, -1.65031, -1.91420)  0.10
C (-0.79774, 2.48405, -5.73773)  -0.05
C (-0.94481, 3.26620, -4.55880)  -0.05
C (-0.85165, 2.58179, -3.34897)  -0.10
N (-0.70358, 1.20950, -3.26972)  0.03
C (-0.44414, 0.52228, -4.36236)  -0.17
C (-0.44762, 1.12686, -5.62745)  -0.03
H (-0.84296, 2.95991, -6.70618)  0.10
H (-1.32632, 4.27503, -4.61448)  0.10
H (-1.23787, 3.07007, -2.46647)  0.11
H (-0.12398, -0.48406, -4.13617)  0.08
H (-0.20501, 0.54231, -6.50257)  0.10
C (1.06644, 0.34227, 0.47994)  -0.18
C (0.60647, 0.17486, -1.03111)  -0.23
C (1.52169, 0.93313, -1.99026)  -0.14
C (2.99626, 0.62976, -1.89340)  -0.19
N (4.11996, 0.35375, -1.90139)  0.13
H (0.90443, 1.40987, 0.62856)  0.01
H (2.14459, 0.18553, 0.51324)  0.11
H (0.46090, -0.07892, 1.28244)  -0.01
H (-0.43709, 0.48963, -1.03112)  0.08
H (0.66023, -0.87139, -1.33209)  0.02
H (1.44759, 2.01543, -1.88410)  0.12
H (1.14658, 0.85567, -3.01074)  0.08

Its charge is 0. The calculation puts the molecular weight at 552.7 g mol⁻¹. The total energy comes out at -48830.7436 eV. As for the highest occupied orbital energy: -8.62 eV. As for the HOMO-LUMO gap: 8.69 eV. The SMILES is O=C1OCCO1.c1ccncc1.c1ccncc1.c1ccncc1.c1ccncc1.c1ccncc1.CCCC#N.

No. 3
A cluster of 2 separate species, C4H9N2O2 in total. Source: the Open Molecules 2025 dataset; level of theory: wB97M-V/def2-TZVPD.

Last column: natural (NBO) charge in e.
CARTESIAN COORDINATES (ANGSTROEM)
O (0.27239, -1.08578, 0.55351)  -0.80
C (-0.32522, -0.07098, 0.07923)  0.58
N (0.17789, 1.02580, -0.49621)  -0.93
C (3.16811, 0.12071, 0.28793)  0.26
O (4.34844, 0.18017, -0.04607)  -0.59
C (-1.91803, -0.18124, 0.20167)  -0.13
C (-2.63566, 1.23586, 0.14062)  -0.65
N (-2.54410, -1.33101, -0.66265)  -0.85
H (-0.62358, 1.74299, -0.76424)  0.31
H (2.71064, -0.61038, 1.02818)  0.13
H (2.40056, 0.76310, -0.24496)  0.18
H (-2.09234, -0.47688, 1.16345)  0.17
H (-3.60425, 1.13273, 0.71547)  0.20
H (-2.77600, 1.48532, -0.93432)  0.20
H (-1.96438, 1.96936, 0.65865)  0.22
H (-1.95724, -2.03734, -0.23336)  0.37
H (-2.23184, -1.21368, -1.59302)  0.34

Its charge is -1. The calculation puts the molecular weight at 117.1 g mol⁻¹. The total energy comes out at -11368.7198 eV. As for the highest occupied orbital energy: -4.04 eV. As for the HOMO-LUMO gap: 8.04 eV. For the energy above the lowest of the compared OMol25 structures with the same formula, charge and spin, the calculation gives 2.446 eV.

No. 4
An isolated molecule of C5H10O2. Source: the Open Molecules 2025 dataset; level of theory: wB97M-V/def2-TZVPD.

Last column: natural (NBO) charge in e.
CARTESIAN COORDINATES (ANGSTROEM)
O (-0.49261, 1.11058, 1.92630)  -0.73
C (-1.41519, 0.21198, 1.33257)  -0.05
C (-1.00607, 0.01014, -0.11932)  -0.42
C (0.42254, -0.50603, -0.27027)  -0.27
C (0.92746, -0.99330, -1.64183)  -0.05
O (2.03641, -0.08255, -1.59432)  -0.54
C (1.48405, 0.58501, -0.44418)  -0.04
H (-0.74539, 1.23403, 2.84903)  0.47
H (-2.43654, 0.62249, 1.35446)  0.16
H (-1.42851, -0.75081, 1.86964)  0.16
H (-1.06202, 0.97831, -0.61204)  0.21
H (-1.73418, -0.64960, -0.60707)  0.21
H (0.69670, -1.21512, 0.52016)  0.21
H (0.23905, -0.78983, -2.47878)  0.16
H (1.26648, -2.03554, -1.71371)  0.18
H (2.19779, 0.71650, 0.36411)  0.18
H (1.05003, 1.55375, -0.73474)  0.16

Its charge is 0. The calculation puts the molecular weight at 102.1 g mol⁻¹. The total energy comes out at -9440.6666 eV. As for the highest occupied orbital energy: -9.44 eV. As for the HOMO-LUMO gap: 10.26 eV. For the energy above the lowest of the compared OMol25 structures with the same formula, charge and spin, the calculation gives 2.376 eV. The SMILES is OCCC1COC1.